DFT (wB97M-V/def2-TZVPD) results for the ion C6H10BrN4O3 with charge +1.

Each line ends with the natural charge from an NBO analysis.
CARTESIAN COORDINATES (ANGSTROEM)
N -0.55 -0.95 -1.08  -0.267
O 0.68 1.25 -2.01  -0.652
C 1.51 0.05 0.49  0.024
O -1.20 0.00 2.82  -0.394
H 0.71 1.55 -3.03  0.523
N -1.87 -1.38 0.71  -0.423
H 2.42 2.52 -1.70  0.217
C -0.75 -0.96 0.20  0.519
H 2.68 0.69 -1.85  0.194
N 0.41 -0.74 -1.80  0.189
H 2.67 1.81 0.52  0.259
H -3.98 -1.56 0.37  0.245
H -2.90 -2.75 -0.55  0.250
C 1.98 1.52 -1.50  -0.057
N -0.40 0.53 2.06  0.546
H 1.03 2.02 0.19  0.256
C -3.08 -1.74 -0.15  -0.415
C 0.41 -0.40 1.16  -0.332
H 0.58 -1.15 2.04  0.321
H -3.04 -1.03 -1.05  0.241
C 1.85 1.40 0.01  -0.545
Br 3.02 -1.23 0.51  0.120
O -0.22 1.71 1.96  -0.277
H -1.96 -1.16 1.70  0.458

Summary:
- E (Eh) = -3252.80989
- net charge = +1
- energy relative to the best compared isomer or geometry (same formula, charge and spin) (kcal per mole) = 55.2
- LUMO energy (spin up / spin down) (eV) = -5.958 / -5.994
- HOMO level (spin up / spin down) (eV) = -11.88 / -11.86
- gap between HOMO and LUMO (spin up / spin down) (eV) = 5.9 / 5.9

DFT (wB97M-V/def2-TZVPD) results for a structure of composition C24H22Br3F11IN2O7.

Each line ends with the natural charge from an NBO analysis.
CARTESIAN COORDINATES (ANGSTROEM)
H -2.72 1.38 -0.47  0.256
O 1.77 -2.02 1.44  -0.494
H 0.05 2.59 -2.55  0.264
F -4.87 5.86 -1.69  -0.295
H -0.02 3.85 -0.61  0.250
C 1.40 0.99 -0.87  0.254
O -1.33 -3.63 0.07  -0.488
N 0.01 1.08 -0.98  -0.321
F -2.33 6.74 -0.91  -0.279
C -2.37 0.32 -0.36  -0.481
F -3.74 3.94 0.92  -0.312
C 2.64 -2.91 0.67  -0.122
O 3.70 -0.61 -2.34  -0.512
C 4.29 -0.51 -1.31  0.478
Br 4.44 -4.69 3.86  0.064
H 3.95 0.99 0.32  0.286
F -3.11 3.66 -1.88  -0.324
C 2.01 -4.32 0.35  0.070
C 2.35 1.96 -1.64  -0.293
F -1.37 4.94 -2.46  -0.324
C -5.08 5.44 -0.42  0.925
H -1.53 1.76 -2.36  0.260
H -2.87 -0.09 0.56  0.264
O 1.97 -5.20 1.47  -0.723
C -0.64 2.13 -1.80  -0.238
Br 1.47 -5.05 5.01  0.097
C -0.81 0.20 -0.27  0.326
H -2.54 -1.62 -1.44  0.208
O -4.16 -0.33 -1.99  -0.550
H 4.08 -4.86 -0.39  0.211
F -3.82 6.05 1.54  -0.280
H -1.33 2.92 0.22  0.249
F -1.39 5.48 0.62  -0.321
C -4.46 -0.97 -3.20  0.645
C -0.25 -0.86 0.57  0.079
H 1.03 -4.25 -0.20  0.189
H 3.95 -0.73 0.86  0.274
O -3.98 -0.66 -4.25  -0.513
C 3.01 -4.99 -0.70  -0.625
Br 3.82 -6.98 6.01  0.125
C 2.94 3.01 -0.96  -0.329
H 2.60 1.81 -2.72  0.272
N -1.22 -1.69 1.25  -0.568
I 6.41 -1.02 -1.19  0.099
O -0.64 -0.54 3.15  -0.509
C 2.05 -0.03 -0.04  0.012
H 2.44 -4.83 2.24  0.480
H 2.39 3.75 -0.32  0.220
H 2.71 -6.04 -0.90  0.250
H 2.97 -2.49 -0.32  0.205
C 3.36 -5.21 5.38  -0.493
H 3.59 -4.52 6.18  0.231
F -2.41 -1.83 3.38  -0.290
C -0.98 -3.11 1.08  0.981
H -5.22 -1.81 -3.22  0.151
H 3.53 -3.11 1.33  0.218
H 4.07 3.08 -1.01  0.231
C -1.38 -1.32 2.64  0.974
C -2.40 5.49 -0.35  0.588
H 2.89 -4.37 -1.64  0.197
C -3.74 5.24 0.43  0.560
H -2.17 -0.23 -2.53  0.188
F -5.76 4.26 -0.50  -0.304
C -1.00 3.31 -0.78  -0.476
C -2.01 4.34 -1.37  0.655
C 3.62 -0.05 0.03  -0.593
F -5.88 6.31 0.26  -0.289
F -0.42 -3.82 2.09  -0.286
C -2.78 -0.54 -1.63  -0.075
C 1.23 -1.03 0.70  0.421

Summary:
- E (Eh) = -10681.79127
- net charge = +1
- LUMO energy (eV) = -4.459
- HOMO level (eV) = -12.36
- gap between HOMO and LUMO (eV) = 7.9

DFT (wB97M-V/def2-TZVPD) results for a cluster of 2 separate species, C3H8OS in total.

Each line ends with the natural charge from an NBO analysis.
CARTESIAN COORDINATES (ANGSTROEM)
H -2.73 -1.82 1.98  0.225
S -0.55 -0.71 2.17  -0.051
O 0.62 1.84 -2.21  -0.681
H 1.04 -0.19 -0.51  0.201
H 2.91 0.26 -0.45  0.219
H -0.11 1.32 -1.85  0.470
C 1.92 0.33 -0.88  -0.546
H -0.01 -1.92 1.97  0.123
H -2.36 -0.77 0.57  0.209
C 1.77 1.13 -1.93  0.159
C -2.27 -0.90 1.65  -0.731
H 2.58 1.48 -2.56  0.174
H -2.80 -0.04 2.06  0.229

Summary:
- E (Eh) = -592.46505
- SMILES string = C=CO.CS
- energy relative to the best compared isomer or geometry (same formula, charge and spin) (kcal per mole) = 33.3
- LUMO energy (eV) = 0.713
- HOMO level (eV) = -8.82
- gap between HOMO and LUMO (eV) = 9.5

DFT (wB97M-V/def2-TZVPD) results for a structure of composition C2H8KN4O2.

Each line ends with the natural charge from an NBO analysis.
CARTESIAN COORDINATES (ANGSTROEM)
N -21.58 -1.22 -19.64  -0.807
H -20.20 1.10 -21.03  0.420
N -20.94 0.42 -20.90  -0.837
O -24.66 -0.88 -11.41  -0.697
N -25.59 -2.57 -12.36  -0.815
H -26.45 -0.97 -9.85  0.415
N -26.54 -1.61 -10.63  -0.833
H -26.47 -3.00 -12.61  0.397
H -24.77 -2.67 -12.94  0.395
H -21.36 -0.06 -21.68  0.389
H -21.75 -1.70 -18.77  0.396
O -21.01 0.62 -18.69  -0.698
K -22.76 0.77 -14.93  0.998
H -27.41 -2.11 -10.79  0.390
H -21.63 -1.75 -20.50  0.389
C -21.25 0.02 -19.68  0.750
C -25.50 -1.71 -11.43  0.748

Summary:
- E (Eh) = -1050.29222
- net charge = +1
- energy relative to the best compared isomer or geometry (same formula, charge and spin) (kcal per mole) = 52.0
- LUMO energy (eV) = -3.943
- HOMO level (eV) = -12.40
- gap between HOMO and LUMO (eV) = 8.5

Which of these has the highest E? C3H8OS